(1)
Here is C10H23CeCl2O2P2 as an isolated structure from the Open Molecules 2025 dataset. Energies are from the ωB97M-V functional and the def2-TZVPD basis.

Geometry as XYZ:
```
40
C10H23CeCl2O2P2 (the ωB97M-V functional and the def2-TZVPD basis)
C 3.9356 -1.0386 -2.5735
C 2.6360 -0.8591 -1.8994
H 3.8327 -1.3581 -3.6193
H 4.5203 -1.7750 -1.9849
H 4.4543 -0.0597 -2.5243
O 1.4673 -1.0799 -2.1898
Cl 2.9745 -0.0976 -0.2130
Ce 0.1987 0.1748 0.3656
P -0.5283 -2.4382 1.2194
C -1.9318 -3.4981 0.7531
C 0.8356 -3.3249 0.3639
H 0.8537 -4.3546 0.7376
H -0.2108 -3.9600 3.1317
H 1.8172 -2.8602 0.5227
H 0.5136 -2.3385 3.4144
H -2.0250 -3.4816 -0.3419
H 0.6413 -3.3401 -0.7152
C -0.3431 -2.8787 2.9902
H -1.7294 -4.5187 1.1065
H -1.2512 -2.5530 3.5168
H -2.8616 -3.1341 1.2137
P -0.5293 2.7484 -0.4721
C -2.0013 3.3357 -1.3575
C -0.4094 4.0437 0.8175
H 1.7735 2.8360 -1.3216
H 0.8010 4.2425 -1.8403
H 0.5688 2.6574 -2.6263
C 0.7868 3.1605 -1.6759
H 0.4422 3.8282 1.4714
H -0.2890 5.0438 0.3811
H -1.8634 4.3894 -1.6320
H -2.9038 3.2426 -0.7423
H -1.3152 4.0189 1.4339
H -2.1258 2.7289 -2.2620
C -1.7121 -0.3071 -0.9690
O -2.6207 -0.5358 -1.6554
Cl -2.7720 1.6155 1.7374
C -1.3104 0.7163 2.0969
H -0.6896 1.2646 2.8266
H -1.6297 -0.2559 2.5154
```

The spin multiplicity is 2. As for the molar mass: 448.3 g mol⁻¹. The frontier orbital gap (spin up / spin down) comes out at 0.24590 / 0.24755 hartree. The HOMO energy (spin up / spin down) comes out at -0.5357 / -0.5356 Eh. The calculation puts the energy relative to the best compared isomer or geometry (same formula, charge and spin) at 0.000 eV. Its expectation value of S² is 0.75. As for the net charge: +2. The value obtained for the total energy is -2622.92393 Ha.

=====

(2)
Here is C10H23F16N3O26S8Y2 as an isolated structure from the Open Molecules 2025 dataset. Energies are from the ωB97M-V functional and the def2-TZVPD basis.

Geometry as XYZ:
```
88
C10H23F16N3O26S8Y2 (the ωB97M-V functional and the def2-TZVPD basis)
Y -0.3184 -1.6253 4.2884
Y 4.5158 -0.7776 1.0187
C -0.0584 0.4758 0.0464
F 0.4235 0.6717 -1.1627
F 0.0833 1.5551 0.7865
F -1.3392 0.1926 -0.1090
S 0.8176 -0.9504 0.9210
O 2.2201 -0.6680 0.7103
O 0.4097 -0.7528 2.3114
O 0.2211 -2.1673 0.4086
C 2.7709 1.7902 4.9941
F 1.9235 2.3453 4.1587
F 3.9384 2.3605 5.1061
F 2.2186 1.7341 6.1991
S 3.0317 0.0230 4.4265
O 3.4289 0.0389 3.0212
O 3.9899 -0.5263 5.3531
O 1.7064 -0.6314 4.5608
C 3.4425 3.2046 -0.6550
F 2.3147 3.8896 -0.2466
F 2.9137 2.0032 -0.9583
F 3.9904 3.8496 -1.6533
S 4.6433 2.9835 0.7624
O 4.1405 3.7372 1.8792
O 4.5796 1.5086 0.9824
O 5.9438 3.4041 0.3185
C 2.4559 -4.9987 1.9158
F 3.6078 -5.2382 1.3120
F 1.4974 -4.8099 1.0404
F 2.1841 -6.0120 2.7152
S 2.7056 -3.4493 2.9505
O 3.3841 -2.5027 2.0243
O 1.3609 -3.0261 3.3208
O 3.5466 -3.7449 4.0907
N -1.9572 -0.2410 3.8599
S -3.6392 -0.1954 3.4160
O -3.8205 -0.5665 2.0408
O -4.5225 0.7604 4.0084
F -4.0571 -1.5497 4.1095
S -1.9324 1.3065 3.8377
O -2.0140 2.0927 5.0565
O -2.1767 2.0848 2.6456
F -0.2997 1.2178 3.7566
N 4.3955 -1.0587 -1.1616
S 3.5557 -2.1098 -2.1431
O 4.2395 -3.1774 -2.8088
O 2.3757 -1.6156 -2.7898
F 2.8713 -2.9061 -0.9199
S 4.9483 -0.3209 -2.4623
O 4.1325 0.6967 -3.0623
O 5.9821 -1.0146 -3.1955
F 5.9022 0.7213 -1.6077
O 0.1313 5.3853 1.0422
H 0.8614 5.8485 1.4656
H 0.5270 4.5797 0.6950
O -0.5083 -3.8427 -1.7918
H -1.4421 -3.6254 -1.8354
H -0.0847 -3.0491 -1.4304
O -1.3357 -3.0958 2.6864
H -1.8590 -3.9081 2.6908
H -1.0613 -2.9706 1.7508
C -4.5482 2.4075 -1.3377
C -3.1642 3.1259 -1.2560
O -2.9043 3.7946 -0.0050
O -5.5246 3.3200 -0.8750
H -4.4145 1.6341 -0.5715
H -4.6413 1.9979 -2.3375
H -2.9905 3.8983 -2.0014
H -2.3862 2.3658 -1.3045
H -2.5501 3.1945 0.6657
H -5.1122 3.8235 -0.1618
C -2.2541 -1.4087 -2.9904
C -3.6320 -1.3465 -3.6786
C -3.6911 -0.5663 -5.0034
O -3.3548 0.7714 -4.8108
C -2.8711 1.3483 -6.0183
N -4.1943 -2.6724 -3.8984
H -1.6590 -2.3011 -3.2197
H -2.2756 -1.6943 -1.9299
H -1.6643 -0.5095 -3.1641
H -4.2365 -0.8401 -2.9231
H -4.6937 -0.6368 -5.4529
H -3.1825 -1.1834 -5.7614
H -2.8682 2.4351 -5.9321
H -3.5956 1.1721 -6.8199
H -1.8654 0.9842 -6.2267
H -3.5902 -3.1521 -4.5683
H -4.0419 -3.2947 -3.1082
```

As for the molar mass: 1339.6 g mol⁻¹. The frontier orbital gap comes out at 0.22555 hartree. The HOMO energy comes out at -0.3445 Eh. The value obtained for the total energy is -7375.42469 Ha.

=====

(3)
Here is C10H23F6MgN6O8S2 as an isolated structure from the Open Molecules 2025 dataset. Energies are from the ωB97M-V functional and the def2-TZVPD basis.

Geometry as XYZ:
```
56
C10H23F6MgN6O8S2 (the ωB97M-V functional and the def2-TZVPD basis)
Mg -0.0427 0.0562 -0.0162
C -3.9527 -1.3264 0.0861
F -4.8828 -2.2879 0.3184
F -3.7720 -1.1763 -1.2745
F -4.3902 -0.0739 0.4627
S -2.2960 -1.9169 1.0270
O -2.1423 -1.0058 2.1339
O -2.2871 -3.2652 1.5203
N -1.1059 -1.4762 -0.1549
S -1.0617 -2.7859 -1.0513
O -2.3100 -3.4732 -1.3565
O -0.2490 -2.5713 -2.2551
C 0.0314 -4.1772 -0.0836
F 0.6508 -3.5424 0.8950
F -0.7340 -5.2661 0.2846
F 0.9611 -4.5890 -0.9041
C -1.5509 2.3463 1.5637
O -1.0149 1.3736 1.0729
N -2.6606 2.3407 2.2735
N -1.1650 3.5804 1.3408
H -3.1493 3.2221 2.3386
H -3.1271 1.4779 2.5142
H -0.2446 3.7420 0.9575
H -1.6099 4.2782 1.9199
C 1.7380 -0.6635 2.4366
O 1.2408 -0.3367 1.4041
N 1.3292 -1.6187 3.1906
N 2.6678 -0.1078 3.0596
H 1.6755 -1.7770 4.1261
H 0.4428 -2.0288 2.9331
H 3.1852 0.6120 2.5755
H 2.9155 -0.4873 3.9622
C 2.6952 1.9851 0.3624
O 1.2893 1.8737 -0.1118
C 0.8360 2.7335 -1.2358
C -0.5556 2.5074 -1.7391
N -0.7711 1.0650 -1.7429
C -0.2567 0.4043 -2.8813
C 1.1601 -0.1167 -2.5680
O 1.3049 -0.8488 -1.2865
C 2.5637 -1.5316 -1.3085
H 2.7138 1.8833 1.4474
H 3.1460 2.9439 0.1063
H 3.2482 1.2115 -0.1704
H 1.5298 2.6464 -2.0720
H 0.9086 3.8133 -1.1057
H -0.6452 2.9489 -2.7316
H -1.4090 2.9237 -1.2039
H -1.7342 1.0163 -2.0432
H -0.2093 1.1785 -3.6471
H -0.8614 -0.4290 -3.2392
H 1.8868 0.6445 -2.8518
H 1.2919 -0.8106 -3.3982
H 2.7845 -1.9096 -0.3102
H 3.3658 -0.8401 -1.5667
H 2.6283 -2.3689 -2.0033
```

As for the molar mass: 557.8 g mol⁻¹. The frontier orbital gap comes out at 0.38167 hartree. The HOMO energy comes out at -0.4713 Eh. The calculation puts the energy relative to the best compared isomer or geometry (same formula, charge and spin) at 4.320 eV. As for the net charge: +1. The value obtained for the total energy is -2920.78896 Ha.

=====

(4)
Here is C10H23GaNO as an isolated structure from the Open Molecules 2025 dataset. Energies are from the ωB97M-V functional and the def2-TZVPD basis.

Geometry as XYZ:
```
36
C10H23GaNO (the ωB97M-V functional and the def2-TZVPD basis)
C -1.1853 2.5376 -0.2607
C -1.1178 1.4206 0.4900
Ga 0.1290 -0.0797 -0.1853
C 0.0006 -1.7993 0.9295
C -0.4043 -0.4593 -2.1296
C -1.7824 -1.1034 -2.3613
C -1.9150 -2.5393 -1.8177
C -2.9539 -0.2604 -1.8595
C 2.0511 0.6056 -0.1327
C 2.6508 1.0706 1.1962
O 3.1295 2.4378 1.0177
C 1.7771 1.0269 2.4583
N 2.4875 0.2142 3.5052
H -0.2499 3.0440 -0.4979
H -2.1090 2.9279 -0.6962
H -1.7097 1.3524 1.4126
H -1.0191 -2.1372 1.1282
H 0.4280 -1.5799 1.9197
H 0.5963 -2.6234 0.5276
H -0.4270 0.5112 -2.6440
H 0.3405 -1.0635 -2.6636
H -1.9257 -1.1751 -3.4516
H -0.9743 -3.0675 -1.9629
H -2.7106 -3.0327 -2.3831
H -2.2279 -2.5010 -0.7756
H -2.9961 -0.2021 -0.7712
H -3.8699 -0.7802 -2.1763
H -2.9969 0.7249 -2.3226
H 2.7001 -0.1766 -0.5433
H 2.1385 1.4303 -0.8452
H 3.5572 0.4895 1.4003
H 3.7175 2.6159 1.7659
H 0.7677 0.6380 2.3379
H 1.7285 2.0326 2.8757
H 1.9069 0.2491 4.3386
H 2.4678 -0.7484 3.1771
```

As for the molar mass: 243.0 g mol⁻¹. The frontier orbital gap comes out at 0.25340 hartree. The HOMO energy comes out at -0.1247 Eh. As for the net charge: -1. The value obtained for the total energy is -2449.51203 Ha.

=====

(5)
Here is a 4-piece molecular cluster, C10H23NO3S3 overall from the Open Molecules 2025 dataset. Energies are from the ωB97M-V functional and the def2-TZVPD basis.

Geometry as XYZ:
```
40
C10H23NO3S3 (the ωB97M-V functional and the def2-TZVPD basis)
C -1.5562 2.8766 -4.5758
S -0.0781 3.7237 -5.1664
O -0.4988 4.8073 -6.0995
C 0.4078 4.4148 -3.5655
H -2.1579 2.5057 -5.3992
H -2.1174 3.5709 -3.9477
H -1.2585 2.0315 -3.9519
H -0.4941 4.5934 -2.9739
H 0.9221 5.3703 -3.6633
H 1.0807 3.7899 -2.9772
C -0.2100 3.0059 4.4783
S -0.9486 1.3881 4.0687
O -1.8615 1.0971 5.2245
C -2.0485 1.8918 2.6892
H 0.5287 2.8052 5.2492
H -1.0170 3.6154 4.8794
H 0.2503 3.4001 3.5738
H -1.9437 2.9772 2.6315
H -3.1024 1.7824 2.9331
H -1.7120 1.2835 1.8572
C 1.4027 0.4398 0.2882
S 0.9429 -0.8179 -0.9389
O 1.1584 -2.1211 -0.2442
C -0.8246 -0.5034 -1.1411
H 0.9198 0.1847 1.2318
H 1.2633 1.4697 -0.0316
H 2.4703 0.2585 0.4127
H -1.3662 -1.3164 -1.6176
H -0.8018 0.2755 -1.9155
H -1.3485 -0.1125 -0.2715
N 1.2701 -4.7424 1.0130
C 0.4821 -5.5443 0.2241
C 0.8807 -6.8375 0.4109
C 2.0425 -6.8287 1.2320
C 2.2526 -5.5126 1.5618
H 1.2137 -3.7427 1.1016
H -0.3253 -5.1161 -0.3439
H 0.4531 -7.7468 0.0192
H 2.7115 -7.5889 1.5966
H 3.0179 -5.0275 2.1479
```

As for the molar mass: 301.5 g mol⁻¹. The frontier orbital gap comes out at 0.27943 hartree. The HOMO energy comes out at -0.2847 Eh. The calculation puts the energy relative to the best compared isomer or geometry (same formula, charge and spin) at 0.738 eV. The value obtained for the total energy is -1869.71779 Ha.

=====

> Number 4 is which compound?

C10H23GaNO